# 1
{
  "formula": "C7H5FO3S",
  "method": "ωB97M-V/def2-TZVPD",
  "homo_lumo_gap_ev": 8.654,
  "lumo_ha": -0.00062,
  "molar_mass_g_mol": 188.2,
  "homo_energy_ha": -0.3186,
  "fmax_ev_per_a": 4.412,
  "species": ["C", "C", "C", "C", "C", "C", "C", "O", "O", "O", "F", "S", "H", "H", "H", "H", "H"],
  "positions_angstrom": [[0.302482, -0.017766, 1.016755], [0.477634, 1.178347, 0.212975], [-0.186818, -1.121567, 0.446373], [-0.045423, 1.337528, -0.998311], [-0.614272, -1.204734, -0.982012], [-0.751185, 0.217261, -1.560888], [-1.476337, 0.301778, -2.647959], [-2.154379, 0.455146, -3.581731], [0.305767, -1.885648, -1.850537], [2.207197, -1.795456, -3.308555], [2.519226, -1.428991, -0.821470], [1.643259, -1.033047, -2.244284], [0.585947, 0.071831, 2.162942], [1.035961, 1.955773, 0.833728], [-0.241124, -2.123296, 1.039322], [-0.016531, 2.176562, -1.516708], [-1.526662, -1.898441, -1.136427]],
  "forces_ev_per_a": [[0.19, -0.04, 1.41], [1.24, 1.52, 2.54], [-0.11, -2.65, 1.80], [-0.21, -3.41, 2.26], [-1.30, 0.25, -0.51], [-0.83, -1.29, 0.56], [-1.30, 1.01, -1.41], [0.75, -0.45, 0.84], [1.60, -0.29, -0.18], [0.24, -0.01, 0.02], [-0.82, 0.29, -1.56], [0.53, -1.10, 1.36], [-0.56, -0.55, -2.69], [-0.86, -0.57, -1.64], [-0.03, 1.98, -1.09], [0.33, 3.81, -2.21], [1.14, 1.51, 0.51]]
}



# 2
{
  "formula": "C5H12O",
  "method": "ωB97M-V/def2-TZVPD",
  "homo_lumo_gap_ev": 10.327,
  "lumo_ha": 0.03161,
  "molar_mass_g_mol": 88.1,
  "homo_energy_ha": -0.3479,
  "fmax_ev_per_a": 0.539,
  "species": ["C", "C", "C", "C", "H", "H", "H", "H", "H", "H", "H", "H", "H", "H", "C", "O", "H", "H"],
  "positions_angstrom": [[0.715268, -1.109878, -0.350936], [0.732111, 0.205124, -0.567755], [-0.170113, 0.853750, -1.585215], [1.711600, 1.113791, 0.125167], [0.060770, -1.766657, -0.921008], [1.370505, -1.581158, 0.377529], [-0.996891, 0.196172, -1.873858], [0.395771, 1.102155, -2.491463], [-0.593257, 1.791956, -1.205384], [2.482132, 1.432802, -0.588405], [2.207955, 0.611971, 0.960597], [1.227934, 2.022712, 0.502425], [-1.102087, 1.189054, 1.339013], [-1.260846, 0.688389, 1.869083], [-1.695320, -1.687259, 1.095537], [-1.522757, -1.471486, 2.268251], [-1.563445, -2.696914, 0.661471], [-1.999332, -0.894524, 0.384951]],
  "forces_ev_per_a": [[0.08, 0.12, -0.10], [0.08, -0.20, -0.05], [-0.04, 0.00, -0.04], [0.02, 0.01, 0.04], [0.07, 0.11, 0.08], [-0.06, 0.09, -0.11], [0.16, 0.07, 0.02], [-0.06, 0.02, 0.11], [0.07, -0.16, -0.02], [-0.10, 0.00, 0.10], [-0.07, 0.05, -0.14], [0.03, -0.16, -0.05], [-0.06, 0.06, 0.08], [0.04, 0.19, -0.05], [-0.02, 0.00, 0.36], [-0.12, -0.22, -0.48], [-0.03, 0.06, 0.10], [0.00, -0.06, 0.15]]
}



Question: What is the formula in the second record?
Answer: C5H12O



Question: Number 1 is which compound?
Answer: C7H5FO3S